# 1
13
Properties=species:S:1:pos:R:3:mulliken_charge:R:1 method="wB97M-V/def2-TZVPD" spin_multiplicity=1 homo_lumo_gap_ev=9.5738 total_charge=0 smiles="C[C@@H]1C(=O)N1C" e_tot_ev=-7796.457
C -1.4177 -0.1946 -0.0863 0.475
C -0.0073 -0.6852 0.5377 -0.096
C 0.6897 -1.6428 -0.3041 -1.198
C 0.1575 1.8805 -0.0341 -0.788
N -0.3198 0.5205 -0.1145 0.007
O -2.5889 -0.4139 -0.3265 -0.580
H 0.0597 -0.7085 1.6344 0.402
H 0.2817 -1.6272 -1.3392 0.303
H 0.7357 -2.6047 0.2904 0.273
H 1.7011 -1.4468 -0.4843 0.338
H 0.9057 2.2133 -0.8237 0.242
H -0.7292 2.5513 0.0371 0.326
H 0.5319 2.1581 1.0132 0.295


# 2
159
Properties=species:S:1:pos:R:3:mulliken_charge:R:1 method="wB97M-V/def2-TZVPD" spin_multiplicity=1 homo_lumo_gap_ev=10.8631 total_charge=0 smiles="CC[C@H](C)C(=O)O[C@H](C[C@H](C)O)C(F)(F)F.CCOC(=O)C(F)(F)F.CCOC(=O)C(F)(F)F.CCOC(=O)C(F)(F)F.CCOC(=O)C(F)(F)F.CCOC(=O)C(F)(F)F.CCOC(=O)C(F)(F)F.CCOC(=O)C(F)(F)F.CCOC(=O)C(F)(F)F.CCOC(=O)C(F)(F)F" e_tot_ev=-173233.898
C 7.0086 3.5931 -5.5972 -1.501
C 6.2275 2.4969 -4.8768 -0.219
C 6.4079 1.0875 -5.4853 0.673
C 6.2365 0.9885 -7.0099 -1.418
C 5.5489 0.1420 -4.6575 0.022
O 5.7625 -0.0474 -3.4996 -0.494
O 4.5038 -0.4978 -5.2911 -0.341
C 3.3800 0.3541 -5.5394 0.134
C 2.6864 0.7383 -4.2424 -1.993
C 1.4446 1.6338 -4.3696 1.769
C 1.5687 2.8136 -5.3352 -1.419
O 1.1716 2.1979 -3.0757 -0.571
C 2.4622 -0.4364 -6.4661 0.576
F 1.6137 0.3947 -7.0943 -0.234
F 3.1411 -1.0931 -7.4048 -0.289
F 1.7257 -1.3302 -5.7958 -0.255
H 7.0922 4.4751 -4.9621 0.390
H 6.5401 3.8900 -6.5361 0.436
H 8.0159 3.2386 -5.8274 0.287
H 6.6016 2.4338 -3.8514 0.379
H 5.1687 2.7643 -4.7817 -0.027
H 7.4313 0.7838 -5.2482 0.747
H 7.0258 0.3652 -7.4326 0.339
H 5.2988 0.5254 -7.3118 0.253
H 6.3136 1.9611 -7.4934 0.337
H 3.7208 1.2346 -6.0930 0.347
H 3.3877 1.2276 -3.5618 0.660
H 2.3916 -0.2012 -3.7660 0.348
H 0.5791 1.0215 -4.6291 -0.260
H 2.5849 2.9712 -5.7041 0.269
H 1.2694 3.7198 -4.8123 0.522
H 0.9117 2.6948 -6.1944 0.161
H 1.5694 1.6522 -2.3916 0.355
C 7.1246 -1.7977 -1.1750 -0.890
C 7.6592 -2.8594 -0.2431 -0.466
O 7.9061 -2.3267 1.0817 -0.335
C 6.8506 -2.1547 1.8526 0.394
O 5.7122 -2.4205 1.6013 -0.492
C 7.3082 -1.5726 3.2110 0.893
F 8.1175 -0.5257 3.0423 -0.240
F 7.9681 -2.5070 3.9057 -0.278
F 6.2603 -1.1805 3.9299 -0.235
H 7.8058 -0.9465 -1.2052 0.296
H 7.0245 -2.1967 -2.1831 0.365
H 6.1478 -1.4365 -0.8592 0.314
H 8.6336 -3.2145 -0.5709 0.333
H 6.9895 -3.7152 -0.1610 0.346
C -1.1618 -1.7601 -7.2302 -0.976
C -2.2183 -0.7498 -6.8448 -0.108
O -3.5213 -1.3601 -6.6946 -0.351
C -3.7200 -2.0306 -5.5739 0.324
O -2.9578 -2.1782 -4.6661 -0.511
C -5.1566 -2.6037 -5.5626 0.907
F -5.4346 -3.2420 -6.7036 -0.257
F -6.0439 -1.6113 -5.4151 -0.250
F -5.3118 -3.4562 -4.5575 -0.236
H -1.4471 -2.2818 -8.1448 0.355
H -0.2193 -1.2463 -7.4026 0.122
H -1.0163 -2.5015 -6.4460 0.334
H -2.3551 -0.0080 -7.6287 0.463
H -1.9654 -0.2277 -5.9223 0.200
C 3.1921 -2.9230 3.5670 -0.862
C 2.0445 -1.9735 3.8134 -0.076
O 0.7685 -2.6664 3.8382 -0.329
C 0.4901 -3.3294 4.9418 0.364
O 1.1515 -3.4132 5.9340 -0.519
C -0.9096 -3.9764 4.8215 0.887
F -1.0442 -4.6486 3.6760 -0.263
F -1.8533 -3.0224 4.8576 -0.253
F -1.1259 -4.8128 5.8285 -0.242
H 3.0362 -3.4759 2.6406 0.300
H 4.1204 -2.3645 3.4828 0.069
H 3.2871 -3.6397 4.3829 0.375
H 1.9454 -1.2587 3.0001 0.386
H 2.1607 -1.4167 4.7432 0.186
C -4.9548 4.9888 -2.1506 -1.171
C -4.2219 3.6775 -1.9545 -0.006
O -3.6774 3.1967 -3.2087 -0.258
C -2.6160 3.8235 -3.6736 0.281
O -2.0279 4.7448 -3.1919 -0.533
C -2.1703 3.1574 -4.9949 0.958
F -3.2012 2.9630 -5.8233 -0.269
F -1.6141 1.9606 -4.7452 -0.263
F -1.2714 3.9097 -5.6207 -0.260
H -5.7369 4.8771 -2.9032 0.287
H -5.4097 5.3140 -1.2196 0.353
H -4.2725 5.7684 -2.4863 0.415
H -4.8933 2.8886 -1.6278 0.163
H -3.4152 3.7679 -1.2270 0.303
C 0.2983 -0.1286 7.8647 -1.228
C -0.5759 0.3152 6.7162 0.044
O -0.5073 1.7455 6.5059 -0.358
C 0.5641 2.1817 5.8699 0.304
O 1.4626 1.5333 5.4213 -0.510
C 0.4911 3.7202 5.7279 0.923
F 0.2072 4.3034 6.8963 -0.253
F -0.4686 4.0518 4.8540 -0.260
F 1.6446 4.2044 5.2865 -0.235
H 0.0333 0.4048 8.7763 0.350
H 0.1684 -1.1981 8.0235 0.308
H 1.3521 0.0596 7.6600 0.402
H -1.6246 0.1170 6.9286 0.289
H -0.3175 -0.1891 5.7846 0.195
C -5.1426 1.5255 11.1433 -1.094
C -5.2229 0.6863 9.8886 -0.250
O -4.0096 -0.0722 9.6758 -0.255
C -3.8609 -1.1545 10.4218 0.251
O -4.6192 -1.5906 11.2341 -0.529
C -2.5247 -1.8424 10.0606 0.996
F -1.5190 -0.9599 10.0525 -0.236
F -2.6076 -2.3803 8.8354 -0.251
F -2.2378 -2.8032 10.9247 -0.254
H -4.2758 2.1857 11.1047 0.299
H -6.0418 2.1344 11.2331 0.377
H -5.0601 0.9009 12.0314 0.321
H -5.3081 1.3121 9.0033 0.314
H -6.0691 0.0001 9.9098 0.323
C 9.1448 5.6762 0.5122 -1.122
C 8.7649 5.7845 -0.9467 -0.198
O 9.5851 4.9287 -1.7774 -0.320
C 9.2810 3.6433 -1.7631 0.377
O 8.3952 3.1088 -1.1659 -0.519
C 10.2344 2.8732 -2.7056 0.892
F 11.5112 3.1865 -2.4800 -0.261
F 9.9463 3.1762 -3.9800 -0.254
F 10.0858 1.5638 -2.5478 -0.226
H 10.2021 5.9047 0.6482 0.306
H 8.5563 6.3838 1.0956 0.377
H 8.9571 4.6747 0.8962 0.321
H 8.9501 6.7861 -1.3274 0.334
H 7.7163 5.5391 -1.1139 0.303
C -8.5240 -1.1697 0.3875 -0.974
C -9.1967 -0.1944 -0.5489 -0.303
O -9.0203 1.1799 -0.1277 -0.325
C -7.8527 1.7323 -0.3904 0.377
O -6.9101 1.2389 -0.9371 -0.549
C -7.8669 3.2053 0.0767 0.938
F -8.2956 3.3268 1.3329 -0.258
F -8.6760 3.9218 -0.7135 -0.276
F -6.6437 3.7229 -0.0059 -0.235
H -8.8823 -1.0311 1.4079 0.300
H -8.7588 -2.1844 0.0700 0.308
H -7.4415 -1.0490 0.3859 0.338
H -10.2750 -0.3367 -0.5455 0.316
H -8.8413 -0.3003 -1.5738 0.331
C -7.3917 -8.5531 0.5176 -1.086
C -8.7846 -8.5680 1.1044 -0.219
O -9.0333 -7.4010 1.9234 -0.315
C -9.2881 -6.2802 1.2747 0.340
O -9.3506 -6.1166 0.0929 -0.517
C -9.5535 -5.1423 2.2872 0.912
F -8.6019 -5.0800 3.2202 -0.259
F -10.7276 -5.3416 2.8989 -0.263
F -9.6037 -3.9717 1.6583 -0.216
H -6.6466 -8.4716 1.3091 0.302
H -7.2180 -9.4779 -0.0318 0.366
H -7.2594 -7.7167 -0.1668 0.321
H -8.9147 -9.4058 1.7853 0.307
H -9.5523 -8.6266 0.3333 0.321


# 3
18
Properties=species:S:1:pos:R:3:mulliken_charge:R:1 method="wB97M-V/def2-TZVPD" spin_multiplicity=1 homo_lumo_gap_ev=9.2865 total_charge=0 smiles="[H]/N=C(/C#N)NO.N=C1N=CC=N1" e_tot_ev=-16266.504
C 2.1076 -0.5441 -1.6431 0.536
C 2.1286 -1.5657 -0.6132 0.212
C -1.7849 0.9046 2.5553 0.414
C -2.3862 -0.3216 0.9150 -0.139
C -0.9175 -0.4211 1.1230 -0.144
H 0.3951 0.6470 -3.6147 0.357
H 0.1553 -0.1079 -1.2360 0.250
H 3.0063 0.6178 -2.8044 0.294
H -0.9861 1.8653 3.9134 0.315
H -2.9725 -0.8266 0.1663 0.394
H -0.2223 -1.0331 0.5446 0.528
N 0.8015 -0.2157 -2.0285 -0.167
N 3.1909 -0.0987 -2.1314 -0.593
N 2.1017 -2.3642 0.2224 -0.380
N -1.9045 1.7163 3.5251 -0.508
N -2.9057 0.4802 1.7780 -0.470
N -0.5574 0.3173 2.1092 -0.470
O 0.7502 0.9502 -2.7809 -0.430


no.,HOMO energy (eV)
1,-8.79
2,-10.44
3,-10.81